Record 1
{
  "formula": "C4H11ClF5LaORuTe",
  "method": "the ωB97M-V functional and the def2-TZVPD basis",
  "elements": ["Ru", "Cl", "C", "C", "H", "H", "H", "H", "H", "H", "La", "C", "C", "H", "H", "H", "H", "H", "F", "Te", "F", "F", "F", "F", "O"],
  "coordinates": [[0.604, -0.396, -1.501], [1.380, -2.534, -1.268], [1.808, 0.914, -2.432], [-0.573, -0.887, -3.062], [1.421, 1.088, -3.443], [1.847, 1.858, -1.870], [2.795, 0.422, -2.478], [-0.408, -0.162, -3.871], [-1.634, -0.872, -2.778], [-0.308, -1.898, -3.409], [-1.037, 0.395, 2.005], [-2.205, -1.595, 0.513], [-0.603, 0.916, -0.946], [-3.027, -1.355, -0.173], [-1.296, -1.779, -0.096], [-2.451, -2.444, 1.164], [-1.668, 0.858, -0.678], [-0.171, 1.908, -1.198], [1.516, -0.676, 3.348], [1.520, 0.928, 4.472], [2.997, 2.016, 3.995], [-1.748, -0.388, 3.892], [-2.325, 2.036, 1.408], [2.962, -0.037, 5.432], [0.602, 1.685, 2.974]],
  "forces_ev_per_a": [[-0.13, -0.51, 0.89], [0.59, -1.32, 0.40], [2.19, 1.14, -0.73], [-1.66, -0.77, -0.93], [0.14, 0.02, 0.19], [0.28, -0.15, -0.25], [-0.04, 0.53, -0.18], [-0.12, -0.15, 0.28], [0.06, -0.03, -0.42], [-0.04, 0.36, 0.09], [0.71, 1.11, -0.87], [-0.63, -2.46, -1.89], [-0.44, 0.65, 0.91], [0.11, 0.55, 0.58], [-0.01, 0.53, 0.64], [0.13, 0.68, 0.36], [0.11, 0.45, -0.55], [-0.90, -0.28, 0.36], [0.04, 0.54, 0.66], [-0.21, 0.39, -1.53], [-0.32, -0.31, 0.15], [-0.17, -0.37, 0.63], [-0.30, -0.05, 0.15], [-0.29, -0.01, -0.43], [0.91, -0.55, 1.51]],
  "lowdin_spin": [2.65, 0.23, 0.26, 0.10, 0.03, 0.04, 0.04, 0.02, 0.03, 0.01, 0.13, 0.77, 0.40, 0.04, 0.06, 0.05, 0.05, 0.06, 0.00, 0.00, 0.00, 0.01, 0.00, 0.00, 0.02],
  "orbital_gap_ha": [0.186, 0.227],
  "homo_ev": [-2.80, -5.92],
  "total_charge": -1,
  "e_lumo_ev": [2.2539, 0.2457],
  "spin_multiplicity": 6
}



Record 2
{
  "formula": "CHN3O3",
  "method": "the ωB97M-V functional and the def2-TZVPD basis",
  "elements": ["C", "N", "N", "N", "O", "O", "O", "H"],
  "coordinates": [[2.168, -0.789, 1.601], [3.083, -1.628, 1.526], [1.265, 0.005, 1.606], [-1.152, 0.300, -1.369], [-1.963, 0.435, -0.256], [-1.554, -0.556, -2.062], [-0.272, 1.106, -1.397], [-1.575, 1.126, 0.350]],
  "forces_ev_per_a": [[0.99, -1.00, -0.30], [-0.68, 0.68, 0.17], [-0.36, 0.33, 0.10], [-1.18, 1.28, 2.24], [-0.50, 0.47, 1.69], [0.68, -0.82, -1.61], [1.14, -0.15, -1.18], [-0.09, -0.81, -1.11]],
  "lowdin_charge": [-0.43, 0.24, 0.22, -0.49, 0.07, 0.15, 0.10, 0.15],
  "orbital_gap_ha": [0.304, 0.303],
  "homo_ev": [-11.73, -11.72],
  "e_lumo_ev": [-3.4624, -3.4728]
}



Record 3
{
  "formula": "C3H4FNO3",
  "method": "the ωB97M-V functional and the def2-TZVPD basis",
  "elements": ["O", "C", "O", "O", "H", "H", "N", "C", "C", "F", "H", "H"],
  "coordinates": [[1.708, -1.107, 0.635], [1.805, -0.013, 0.085], [2.632, 0.193, -0.891], [1.294, 1.138, 0.533], [3.033, -0.542, -1.416], [1.133, 1.907, -0.053], [-1.299, -1.654, 0.000], [-1.821, -0.612, 0.252], [-2.541, 0.465, 0.182], [-2.037, 1.524, -0.480], [-0.412, -1.873, 0.471], [-3.495, 0.575, 0.682]],
  "forces_ev_per_a": [[-0.88, 1.99, -0.58], [0.56, -2.05, 1.72], [1.53, 1.04, -3.05], [-1.00, -0.22, 0.66], [-0.94, 0.28, 1.37], [0.62, -1.09, -0.14], [1.91, -2.03, -0.48], [-0.79, 0.94, -0.30], [-0.85, 0.31, 0.87], [-0.03, 0.60, -0.42], [-0.39, -0.09, 0.34], [0.27, 0.32, 0.01]],
  "lowdin_charge": [0.08, -0.66, 0.15, 0.14, 0.17, 0.15, 0.18, -0.18, -0.17, -0.01, 0.07, 0.11],
  "orbital_gap_ha": 0.329,
  "homo_ev": -8.64,
  "e_lumo_ev": 0.3102,
  "smiles": "O=C(O)O.N=C=CF"
}



Record 4
{
  "formula": "C36H86N10O8",
  "method": "the ωB97M-V functional and the def2-TZVPD basis",
  "elements": ["C", "C", "N", "C", "C", "C", "C", "H", "H", "H", "H", "H", "H", "H", "H", "H", "H", "H", "H", "H", "H", "H", "C", "C", "N", "C", "C", "C", "C", "H", "H", "H", "H", "H", "H", "H", "H", "H", "H", "H", "H", "H", "H", "H", "C", "N", "C", "C", "O", "H", "H", "H", "H", "H", "H", "H", "C", "N", "C", "C", "O", "H", "H", "H", "H", "H", "H", "H", "C", "N", "C", "C", "O", "H", "H", "H", "H", "H", "H", "H", "C", "N", "C", "C", "O", "H", "H", "H", "H", "H", "H", "H", "C", "N", "C", "C", "O", "H", "H", "H", "H", "H", "H", "H", "C", "N", "C", "C", "O", "H", "H", "H", "H", "H", "H", "H", "C", "N", "C", "C", "O", "H", "H", "H", "H", "H", "H", "H", "C", "N", "C", "C", "O", "H", "H", "H", "H", "H", "H", "H"],
  "coordinates": [[-3.129, -0.757, 2.140], [-2.441, -1.076, 0.804], [-3.399, -1.167, -0.295], [-4.483, -2.114, -0.065], [-4.002, -3.527, 0.251], [-2.750, -1.300, -1.613], [-3.729, -1.155, -2.775], [-3.711, -1.526, 2.635], [-3.705, 0.159, 1.978], [-2.307, -0.409, 2.774], [-1.674, -0.316, 0.688], [-1.916, -2.036, 0.917], [-5.114, -1.753, 0.753], [-5.158, -2.160, -0.918], [-3.280, -3.806, -0.523], [-3.482, -3.686, 1.197], [-4.796, -4.276, 0.245], [-2.175, -2.234, -1.675], [-1.968, -0.532, -1.606], [-4.526, -0.423, -2.643], [-4.209, -2.132, -2.859], [-3.255, -0.891, -3.721], [-1.491, -2.583, 5.848], [-0.457, -3.712, 5.848], [-0.071, -4.158, 4.499], [0.701, -3.220, 3.730], [0.808, -3.533, 2.233], [0.504, -5.491, 4.564], [-0.491, -6.645, 4.694], [-1.216, -1.778, 5.166], [-1.621, -2.217, 6.863], [-2.374, -3.019, 5.378], [0.515, -3.423, 6.293], [-0.798, -4.612, 6.352], [0.311, -2.225, 3.948], [1.727, -3.156, 4.150], [-0.088, -3.922, 1.753], [1.132, -2.619, 1.733], [1.602, -4.253, 2.038], [1.269, -5.531, 5.358], [1.055, -5.654, 3.635], [-0.020, -7.447, 5.259], [-0.829, -6.976, 3.713], [-1.398, -6.328, 5.213], [0.121, 1.894, 0.206], [0.838, 0.815, -0.400], [1.221, -0.294, 0.446], [1.079, 0.778, -1.736], [1.807, -0.024, -2.290], [-0.932, 1.932, -0.098], [0.582, 2.850, -0.056], [0.083, 1.919, 1.297], [0.307, -0.562, 0.983], [1.640, -1.143, -0.080], [1.931, -0.016, 1.229], [0.604, 1.637, -2.238], [4.349, 1.523, -5.115], [4.521, 1.040, -6.471], [3.320, 1.014, -7.269], [5.750, 0.783, -6.979], [5.925, 0.607, -8.174], [3.681, 1.011, -4.427], [4.137, 2.601, -5.111], [5.356, 1.597, -4.686], [3.381, 0.717, -8.312], [2.645, 0.239, -6.888], [2.806, 1.976, -7.232], [6.553, 0.789, -6.229], [-3.267, 5.910, -2.923], [-2.118, 5.384, -2.224], [-2.117, 5.653, -0.806], [-1.399, 4.375, -2.762], [-0.680, 3.697, -2.049], [-3.208, 6.943, -3.280], [-4.233, 5.798, -2.436], [-3.397, 5.416, -3.893], [-3.124, 5.700, -0.381], [-1.583, 4.971, -0.149], [-1.697, 6.629, -0.552], [-1.608, 4.238, -3.830], [-0.624, -3.084, -5.940], [0.823, -2.933, -6.135], [1.592, -2.236, -5.138], [1.331, -3.214, -7.374], [2.525, -3.115, -7.603], [-0.968, -3.957, -6.488], [-1.143, -2.199, -6.319], [-0.766, -3.208, -4.867], [1.492, -2.813, -4.214], [2.664, -2.167, -5.297], [1.270, -1.208, -4.953], [0.601, -3.593, -8.101], [4.348, -3.859, 1.082], [4.758, -3.420, -0.228], [4.015, -2.298, -0.752], [5.946, -3.822, -0.754], [6.599, -3.165, -1.535], [3.556, -4.613, 0.958], [3.997, -3.112, 1.792], [5.119, -4.437, 1.600], [4.541, -1.897, -1.616], [3.022, -2.586, -1.111], [3.841, -1.477, -0.055], [6.224, -4.811, -0.361], [2.217, 2.391, 6.454], [2.133, 1.347, 5.466], [1.351, 0.188, 5.883], [2.722, 1.434, 4.268], [2.558, 0.627, 3.367], [1.275, 2.756, 6.868], [2.665, 3.274, 5.987], [2.846, 2.201, 7.329], [1.560, -0.680, 5.268], [1.548, 0.013, 6.940], [0.290, 0.441, 5.801], [3.391, 2.300, 4.159], [-3.731, 1.931, -1.411], [-5.150, 2.172, -1.151], [-5.743, 3.453, -1.502], [-5.932, 1.151, -0.715], [-7.143, 1.236, -0.583], [-3.369, 1.865, -2.439], [-3.301, 1.128, -0.822], [-3.320, 2.864, -1.001], [-5.635, 3.719, -2.559], [-6.822, 3.404, -1.394], [-5.246, 4.210, -0.895], [-5.290, 0.296, -0.453], [2.489, 5.783, 3.088], [1.204, 6.050, 2.482], [0.189, 5.082, 2.878], [0.901, 7.072, 1.642], [-0.207, 7.313, 1.213], [2.437, 5.991, 4.159], [3.283, 6.374, 2.632], [2.773, 4.736, 2.963], [-0.021, 5.196, 3.943], [-0.761, 5.240, 2.368], [0.514, 4.093, 2.550], [1.728, 7.799, 1.585]],
  "forces_ev_per_a": [[0.91, 1.27, -0.43], [-0.95, -1.28, 0.67], [0.07, 0.57, -0.70], [-0.04, -0.37, 0.95], [0.32, -0.63, -0.37], [0.33, 0.68, 0.88], [-0.06, -0.60, 0.11], [0.01, -0.13, -0.16], [-0.43, -0.24, 0.13], [-0.17, -0.38, 0.44], [-0.22, 0.19, -0.74], [0.31, 0.01, -0.02], [0.11, 0.10, 0.01], [0.20, 0.19, -0.18], [-0.08, -0.24, 0.00], [-0.06, 0.48, 0.12], [-0.14, 0.20, -0.17], [-0.16, -0.18, -0.25], [-0.12, 0.15, -0.27], [0.14, 0.07, 0.42], [-0.16, 0.12, -0.52], [0.26, -0.27, 0.06], [0.43, -0.99, -0.62], [1.35, 0.33, -1.11], [-1.52, -0.79, -0.12], [0.47, 0.04, 0.53], [0.52, 0.31, 0.19], [0.51, 0.08, -0.57], [-0.17, 0.59, 0.22], [0.25, 0.17, 0.29], [-0.40, 0.11, -0.06], [-0.39, 0.20, 0.53], [-0.32, 0.23, 0.64], [-0.25, 0.22, 0.31], [-0.26, 0.02, -0.52], [0.15, -0.07, -0.16], [-0.26, 0.20, 0.27], [-0.15, -0.05, -0.14], [-0.06, -0.10, 0.10], [-0.07, -0.05, 0.13], [0.07, 0.04, 0.07], [-0.19, -0.24, -0.17], [0.15, -0.18, 0.00], [0.10, -0.05, 0.19], [-0.73, 1.39, 0.02], [0.60, -1.03, -0.29], [-0.26, 0.11, 1.02], [0.27, 0.90, 0.65], [-0.21, -0.38, -0.21], [0.12, 0.04, -0.19], [-0.21, -0.03, -0.19], [0.49, -0.81, 0.02], [0.18, -0.51, 0.03], [-0.31, 0.14, -0.43], [0.09, 0.25, -0.18], [-0.01, -0.12, -0.19], [1.61, 1.27, 0.11], [-0.42, -0.15, 0.61], [-1.02, -0.53, -0.18], [-0.70, 0.25, -1.27], [0.47, -0.19, 0.60], [-0.14, -0.40, -0.37], [-0.76, -0.13, -0.24], [-0.10, -0.68, 0.27], [1.03, 0.24, 0.00], [-0.08, 0.22, 0.40], [0.03, 0.07, 0.09], [0.03, -0.04, 0.02], [-0.36, 0.36, -1.96], [-1.21, 0.30, 0.01], [0.04, 0.83, 1.42], [-0.41, 0.01, 1.55], [0.53, -0.32, -0.99], [0.42, 0.26, 0.74], [0.26, -0.17, 0.55], [0.19, -0.44, 0.19], [-0.23, -0.19, -0.46], [0.26, -0.44, -0.72], [0.15, 0.04, -0.38], [0.30, -0.19, -0.10], [0.99, 0.44, 0.01], [-0.64, -0.16, -1.53], [0.15, -0.13, 1.14], [1.47, 0.15, 1.31], [-0.62, 0.04, -0.62], [-0.09, -0.06, 0.13], [-0.24, -0.02, 0.29], [-0.41, -0.04, -0.09], [-0.07, 0.33, 0.22], [-0.06, -0.37, -0.75], [-0.36, -0.08, -0.05], [-0.11, -0.02, 0.00], [-0.43, -2.24, 0.10], [-0.36, 0.86, 0.80], [-0.03, 0.42, -0.94], [-0.07, 0.86, 0.26], [-0.01, -0.59, -0.31], [-0.28, 0.32, 0.23], [0.12, 0.50, -0.46], [0.32, 0.29, -0.21], [0.06, 0.01, 0.07], [0.03, -0.30, 0.08], [0.40, -0.14, 0.30], [0.39, 0.01, 0.00], [0.78, 1.43, 0.01], [-0.36, -0.21, 1.34], [-0.38, 0.55, -0.21], [-0.12, -0.44, -0.59], [0.17, 0.12, 0.15], [-0.37, -0.47, -0.39], [0.00, -0.06, -0.05], [0.07, -0.62, -0.16], [0.16, -0.01, 0.00], [0.15, -0.25, -0.05], [-0.06, -0.19, -0.05], [-0.08, 0.14, 0.04], [0.18, 2.12, 1.10], [-0.14, -0.99, -0.98], [0.30, -0.32, -0.43], [-0.26, 0.65, 0.03], [0.38, -0.45, 0.08], [-0.61, -0.14, -0.25], [-0.48, -0.26, 0.02], [0.77, -0.19, -0.24], [0.52, -0.20, -0.05], [0.03, 0.00, 0.70], [-0.36, 0.30, 0.04], [-0.40, -0.23, 0.01], [0.17, 0.37, -0.14], [-0.50, -0.79, -0.24], [-0.37, 0.28, -0.67], [0.18, 0.61, 1.46], [-0.01, -0.23, -0.44], [0.15, 0.04, 0.04], [-0.12, 0.18, 0.04], [-0.14, -0.05, -0.10], [0.23, -0.48, 0.11], [0.18, 0.43, -0.13], [0.08, -0.17, 0.61], [0.17, -0.21, -0.52]],
  "lowdin_charge": [-0.07, -0.26, -0.22, -0.26, -0.08, -0.24, -0.08, 0.07, 0.08, 0.07, 0.08, 0.10, 0.11, 0.11, 0.07, 0.06, 0.08, 0.11, 0.10, 0.06, 0.07, 0.07, -0.07, -0.24, -0.21, -0.26, -0.06, -0.27, -0.08, 0.04, 0.07, 0.08, 0.11, 0.10, 0.09, 0.12, 0.08, 0.05, 0.04, 0.12, 0.10, 0.07, 0.07, 0.06, -0.08, -0.17, -0.05, -0.32, 0.00, 0.07, 0.08, 0.08, 0.06, 0.06, 0.07, 0.12, -0.06, -0.19, -0.05, -0.33, 0.00, 0.08, 0.09, 0.08, 0.09, 0.08, 0.09, 0.13, -0.08, -0.16, -0.06, -0.31, -0.01, 0.09, 0.07, 0.08, 0.08, 0.08, 0.08, 0.14, -0.05, -0.20, -0.07, -0.33, 0.01, 0.08, 0.09, 0.08, 0.09, 0.09, 0.08, 0.13, -0.08, -0.19, -0.06, -0.34, 0.03, 0.08, 0.09, 0.08, 0.09, 0.08, 0.08, 0.13, -0.07, -0.18, -0.03, -0.34, 0.00, 0.09, 0.08, 0.09, 0.07, 0.09, 0.09, 0.13, -0.05, -0.17, -0.04, -0.33, 0.00, 0.09, 0.06, 0.08, 0.09, 0.08, 0.08, 0.11, -0.06, -0.19, -0.04, -0.33, 0.01, 0.09, 0.09, 0.08, 0.09, 0.08, 0.08, 0.14],
  "orbital_gap_ha": 0.315,
  "homo_ev": -8.51,
  "e_lumo_ev": 0.0581,
  "smiles": "CCN(CC)CC.CCN(CC)CC.CN(C)C=O.CN(C)C=O.CN(C)C=O.CN(C)C=O.CN(C)C=O.CN(C)C=O.CN(C)C=O.CN(C)C=O"
}



Record 5
{
  "formula": "C5H15N2O",
  "method": "the ωB97M-V functional and the def2-TZVPD basis",
  "elements": ["C", "N", "C", "C", "N", "C", "C", "O", "H", "H", "H", "H", "H", "H", "H", "H", "H", "H", "H", "H", "H", "H", "H"],
  "coordinates": [[1.386, 1.252, 2.186], [1.046, 0.439, 1.001], [1.143, -1.082, 1.039], [-0.116, -1.650, 0.354], [-1.008, -0.625, -0.182], [-1.244, -0.552, -1.610], [-0.757, 0.819, -2.200], [-1.417, 1.925, -1.647], [2.408, 1.247, 2.545], [0.813, 0.815, 3.018], [0.943, 2.240, 2.103], [1.629, 0.731, 0.232], [0.057, 0.640, 0.748], [2.026, -1.289, 0.451], [1.157, -1.418, 2.067], [-0.669, -2.204, 1.114], [0.135, -2.373, -0.422], [-1.891, -0.667, 0.292], [-0.541, -1.209, -2.111], [-2.263, -0.760, -1.925], [0.283, 0.873, -1.861], [-0.791, 0.862, -3.292], [-2.327, 1.985, -1.902]],
  "forces_ev_per_a": [[-1.28, -0.56, 1.90], [0.46, -0.11, 0.44], [-0.29, 1.18, -0.54], [-1.03, -0.40, -0.14], [-0.34, 0.05, 0.51], [1.37, 1.32, -1.47], [-0.65, -0.68, 0.76], [0.96, 0.41, 0.83], [0.29, 0.00, -0.74], [0.16, -0.03, -0.18], [0.47, 0.19, -0.45], [-0.03, 0.35, -0.49], [-0.05, -0.20, -0.58], [0.32, -0.51, 0.43], [0.54, 0.07, 0.12], [0.08, -0.08, -0.05], [0.26, 0.04, 0.02], [-0.21, 0.05, 0.25], [-0.25, -0.78, -0.15], [-0.11, -0.20, 0.24], [0.05, 0.37, -0.30], [0.06, -0.36, 0.05], [-0.75, -0.13, -0.46]],
  "lowdin_charge": [0.00, -0.01, -0.06, -0.16, -0.09, -0.17, -0.24, -0.05, 0.11, 0.11, 0.11, 0.16, 0.14, 0.13, 0.13, 0.13, 0.12, 0.12, 0.11, 0.13, 0.10, 0.13, 0.08],
  "orbital_gap_ha": 0.377,
  "homo_ev": -13.22,
  "total_charge": 1,
  "e_lumo_ev": -2.9569,
  "smiles": "C[NH2+]CCNCCO"
}



Record 6
{
  "formula": "H8O4",
  "method": "the ωB97M-V functional and the def2-TZVPD basis",
  "elements": ["O", "H", "H", "O", "H", "H", "O", "H", "H", "O", "H", "H"],
  "coordinates": [[-3.238, 19.901, -1.941], [-3.451, 19.439, -2.756], [-2.593, 20.584, -2.194], [0.328, 21.908, -5.152], [0.345, 21.139, -5.731], [1.186, 22.332, -5.278], [-1.113, 21.743, -2.479], [-0.299, 21.569, -2.965], [-1.106, 22.689, -2.298], [-1.459, 24.342, -4.521], [-0.701, 23.747, -4.532], [-2.182, 23.794, -4.839]],
  "forces_ev_per_a": [[0.04, 0.11, -0.06], [-0.01, 0.02, 0.00], [-0.04, -0.18, 0.09], [0.25, 0.07, 0.11], [-0.08, 0.02, 0.01], [-0.01, -0.07, -0.06], [0.10, 0.07, 0.13], [-0.10, 0.00, -0.15], [-0.10, 0.01, -0.05], [0.10, 0.07, 0.14], [-0.14, -0.08, -0.17], [-0.02, -0.02, 0.02]],
  "lowdin_charge": [-0.08, 0.02, -0.02, -0.04, 0.06, 0.06, -0.05, 0.03, 0.05, -0.06, -0.01, 0.04],
  "orbital_gap_ha": 0.395,
  "homo_ev": -10.67,
  "e_lumo_ev": 0.0915,
  "smiles": "O.O.O.O"
}